Formula: C7H21N7O14
Source: the OMol25 dataset
Level of theory: ωB97M-V with the def2-TZVPD basis set

Summary:
Charge: 0
ΔE to the lowest compared entry with this formula, charge and spin, eV: 2.351
2S+1: 1
E_HOMO, eV: -10.944
Kohn-Sham gap, eV: 10.5
SMILES: C[N+](=O)[O-].C[N+](=O)[O-].C[N+](=O)[O-].C[N+](=O)[O-].C[N+](=O)[O-].C[N+](=O)[O-].C[N+](=O)[O-]
Calculated total energy, hartree: -1715.2218

Last column: Mulliken charge in e.
Positions of all 49 atoms, in Å:
C 2.45775 6.61206 -0.62779  -0.724
N 2.57366 7.50240 0.49790  0.862
O 2.10728 8.60846 0.44526  -0.513
O 3.29094 7.14199 1.41372  -0.504
H 3.46495 6.44558 -1.00978  0.285
H 1.84567 7.07243 -1.40337  0.321
H 1.89902 5.68923 -0.47189  0.274
C 0.43142 -6.38762 -2.68572  -0.689
N 1.78031 -6.37778 -2.01311  0.798
O 1.94226 -5.50395 -1.16977  -0.492
O 2.60215 -7.30014 -2.28275  -0.496
H -0.20217 -6.37199 -1.79892  0.277
H 0.29122 -7.23287 -3.35952  0.314
H 0.30566 -5.53552 -3.35371  0.287
C 1.04319 2.62818 4.19104  -0.613
N 2.51435 2.53527 4.28648  0.826
O 3.28644 3.53661 4.34384  -0.518
O 2.98241 1.43929 4.31085  -0.498
H 0.65200 2.48511 5.19831  0.286
H 0.58198 1.83670 3.60032  0.222
H 0.72369 3.60298 3.82252  0.293
C -1.77001 3.62839 -3.40333  -0.654
N -3.13471 3.67973 -4.01148  0.844
O -3.35596 3.22299 -5.09297  -0.514
O -3.94796 4.36048 -3.35602  -0.522
H -2.01887 3.15040 -2.45586  0.283
H -1.35482 4.61312 -3.18876  0.271
H -1.23109 2.94035 -4.05469  0.293
C 0.53138 -1.14925 0.30733  -0.608
N -0.12374 0.00146 -0.44325  0.810
O 0.23293 1.11818 -0.19483  -0.489
O -1.01733 -0.25908 -1.30091  -0.519
H 1.49381 -1.14121 -0.20431  0.287
H -0.01925 -2.07971 0.16893  0.272
H 0.66304 -0.92452 1.36575  0.246
C -3.12234 -3.80065 -4.28671  -0.679
N -3.02630 -4.35149 -5.66648  0.833
O -4.04453 -4.30490 -6.37135  -0.498
O -1.94012 -4.78041 -6.08822  -0.518
H -3.94340 -3.08406 -4.26546  0.305
H -2.15694 -3.34262 -4.07149  0.296
H -3.10597 -4.70437 -3.67750  0.263
C 0.26400 -2.49269 7.37760  -0.757
N -0.37170 -1.70003 6.29401  0.816
O -1.43137 -1.15936 6.51513  -0.491
O 0.02402 -1.86741 5.13110  -0.480
H 1.20031 -2.04734 7.71392  0.290
H 0.45897 -3.50840 7.03349  0.294
H -0.32623 -2.44410 8.29268  0.329